No. 1
Molecular formula: C36H27FGeN5O4S5SbTc
Method: DFT, ωB97M-V with the def2-TZVPD basis set

Calculated values
Orbital gap: 0.21583 Ha
ΔE to the lowest compared entry with this formula, charge and spin: 0.0 kcal per mole
Calculated total energy: -6451.7104 hartree
Lowest unoccupied orbital energy: 1.176 eV
Highest occupied orbital energy: -4.6974 eV

ORCA input file:
```
! wB97M-V def2-TZVPD RIJCOSX def2/J DEFGRID3
* xyz -1 1
Tc -0.670 -0.063 1.689
C -5.062 0.150 1.392
C -5.343 -0.536 0.219
C -4.272 -0.794 -0.640
C -2.947 -0.496 -0.275
N -2.703 0.064 0.986
C -3.754 0.491 1.697
C -1.896 -0.696 -1.278
C -2.155 -0.256 -2.602
C -1.239 -0.473 -3.625
C -0.164 -1.309 -3.325
C -0.008 -1.807 -2.049
N -0.768 -1.417 -0.999
H -5.877 0.431 2.071
H -6.339 -0.807 -0.056
H -4.412 -1.275 -1.600
H -3.550 1.088 2.581
H -3.041 0.303 -2.795
H -1.353 -0.062 -4.628
H 0.573 -1.567 -4.083
H 0.791 -2.509 -1.850
S -1.985 2.251 7.043
Sb -0.270 0.896 6.197
S -0.995 1.774 3.182
S -1.707 0.156 4.187
S 0.569 2.456 4.421
S 2.767 -1.005 4.965
C 1.855 -0.873 3.627
N 1.161 -0.692 2.682
F 1.680 -4.935 -0.768
C 0.742 -5.344 0.100
C -0.246 -4.515 0.533
N -1.112 -4.972 1.515
C -2.234 -4.133 1.834
C -1.844 -2.797 2.523
O -2.374 -2.482 3.580
O -0.961 -2.145 1.795
C -1.095 -6.273 2.010
O -1.956 -6.686 2.774
N -0.041 -7.046 1.564
C 0.924 -6.733 0.615
O 1.793 -7.508 0.255
H -0.432 -3.501 0.174
H -2.857 -4.729 2.492
H -2.806 -3.872 0.917
H -0.028 -7.993 1.922
C 0.096 1.130 0.617
Ge 1.162 2.003 -0.718
C 2.848 1.018 -1.099
C 3.069 -0.229 -0.534
C 4.292 -0.856 -0.712
C 5.281 -0.293 -1.495
C 5.050 0.950 -2.064
C 3.842 1.605 -1.876
C 1.772 3.552 0.294
C 1.553 4.866 -0.125
C 1.892 5.900 0.721
C 2.540 5.664 1.908
C 2.800 4.364 2.318
C 2.385 3.323 1.511
C 0.287 2.618 -2.333
C 0.727 2.361 -3.622
C -0.036 2.716 -4.725
C -1.255 3.339 -4.557
C -1.684 3.648 -3.266
C -0.908 3.323 -2.180
H 2.323 -0.686 0.113
H 4.472 -1.808 -0.254
H 6.221 -0.818 -1.660
H 5.803 1.409 -2.722
H 3.669 2.565 -2.381
H 1.037 5.055 -1.060
H 1.605 6.905 0.471
H 2.803 6.489 2.549
H 3.307 4.171 3.240
H 2.439 2.306 1.895
H 1.660 1.827 -3.760
H 0.328 2.505 -5.730
H -1.900 3.557 -5.405
H -2.643 4.118 -3.129
H -1.195 3.649 -1.201
*
```


No. 2
Molecular formula: C36H27MnN4O2P
Method: DFT, ωB97M-V with the def2-TZVPD basis set

Calculated values
Orbital gap (spin up / spin down): 0.16832 / 0.15598 Ha
Calculated total energy: -3249.2383 hartree
Lowest unoccupied orbital energy (spin up / spin down): -8.570 / -8.579 eV
Highest occupied orbital energy (spin up / spin down): -13.1498 / -12.8230 eV

ORCA input file:
```
! wB97M-V def2-TZVPD RIJCOSX def2/J DEFGRID3
* xyz 2 2
Mn 0.058 -0.038 -0.007
C 0.355 5.254 2.124
C 1.373 4.572 1.555
C 1.285 3.132 1.225
C 0.038 2.467 1.707
C -0.997 3.240 2.244
C -0.865 4.598 2.418
N 0.011 1.109 1.653
C -0.441 0.382 2.735
C -0.744 0.844 4.023
C -1.247 -0.040 4.956
C -1.443 -1.386 4.654
C -1.088 -1.882 3.414
C -0.562 -1.003 2.478
N -0.240 -1.273 1.166
N -1.159 -1.794 0.439
C -0.926 -1.977 -0.881
C -1.742 -2.840 -1.634
C -1.437 -3.026 -2.962
C -0.374 -2.313 -3.525
C 0.351 -1.450 -2.733
N 0.104 -1.307 -1.429
H 0.452 6.309 2.324
H 2.286 5.066 1.263
H 1.320 3.101 0.124
H -1.932 2.757 2.481
H -1.697 5.174 2.794
H -0.587 1.878 4.289
H -1.489 0.327 5.941
H -1.858 -2.044 5.400
H -1.187 -2.928 3.169
H -2.574 -3.328 -1.155
H -2.016 -3.702 -3.570
H -0.129 -2.418 -4.570
H 1.153 -0.849 -3.136
O -1.486 3.319 -1.349
C -0.652 2.453 -1.447
O -0.747 1.267 -0.939
C 0.640 2.719 -2.204
C 0.580 3.726 -3.165
C 1.699 4.052 -3.912
C 2.899 3.402 -3.676
C 2.982 2.434 -2.689
C 1.848 2.051 -1.968
P 2.105 0.755 -0.683
C 3.215 -0.501 -1.379
C 3.595 -0.639 -2.711
C 4.488 -1.638 -3.063
C 5.003 -2.497 -2.105
C 4.600 -2.381 -0.782
C 3.698 -1.399 -0.422
C 3.210 1.607 0.486
C 2.568 2.257 1.659
C 3.513 2.982 2.533
C 4.850 3.015 2.293
C 5.396 2.363 1.174
C 4.570 1.660 0.298
H -0.353 4.251 -3.305
H 1.637 4.819 -4.669
H 3.779 3.648 -4.253
H 3.931 1.971 -2.472
H 3.218 0.024 -3.478
H 4.787 -1.741 -4.095
H 5.711 -3.260 -2.391
H 4.987 -3.052 -0.032
H 3.358 -1.298 0.604
H 2.113 1.448 2.261
H 3.095 3.476 3.397
H 5.507 3.540 2.969
H 6.456 2.416 0.986
H 5.021 1.156 -0.543
*
```


No. 3
Molecular formula: C36H28AgO5P2Se
Method: DFT, ωB97M-V with the def2-TZVPD basis set

Calculated values
Orbital gap: 0.25679 Ha
Calculated total energy: -4995.8907 hartree
Lowest unoccupied orbital energy: 2.222 eV
Highest occupied orbital energy: -4.7651 eV

ORCA input file:
```
! wB97M-V def2-TZVPD RIJCOSX def2/J DEFGRID3
* xyz -1 1
Ag 0.948 -0.131 1.364
O -1.674 0.227 -0.348
C -2.140 -0.944 -0.999
C -3.225 -0.913 -1.888
C -3.631 -2.089 -2.499
C -2.945 -3.328 -2.316
C -1.869 -3.338 -1.474
C -1.372 -2.129 -0.844
P 0.167 -2.086 0.176
C 1.524 -2.197 -1.020
C 2.824 -2.215 -0.493
C 3.889 -2.012 -1.387
C 3.691 -1.939 -2.746
C 2.392 -1.935 -3.246
C 1.276 -2.023 -2.405
C 0.136 -3.582 1.207
C 0.727 -4.825 0.921
C 0.761 -5.830 1.929
C 0.112 -5.716 3.124
C -0.521 -4.543 3.348
C -0.451 -3.440 2.488
C -2.440 1.032 0.419
C -3.739 0.758 0.774
C -4.430 1.701 1.494
C -3.830 2.795 1.992
C -2.494 3.113 1.712
C -1.781 2.225 0.831
P 0.034 2.118 0.492
C 0.659 3.744 1.203
C 1.575 3.693 2.307
C 1.901 4.942 2.847
C 1.377 6.127 2.333
C 0.580 6.106 1.205
C 0.263 4.908 0.591
C 0.078 2.160 -1.322
C -1.046 2.546 -2.082
C -1.016 2.383 -3.488
C 0.109 1.818 -4.098
C 1.227 1.512 -3.366
C 1.205 1.582 -1.976
H -3.710 -0.005 -2.099
H -4.546 -2.075 -3.108
H -3.314 -4.242 -2.823
H -1.251 -4.276 -1.253
H 3.077 -2.250 0.576
H 4.835 -1.874 -0.898
H 4.527 -1.863 -3.406
H 2.164 -1.845 -4.319
H 0.257 -1.986 -2.780
H 1.208 -4.955 0.012
H 1.292 -6.737 1.735
H 0.043 -6.547 3.757
H -1.160 -4.356 4.267
H -0.975 -2.543 2.808
H -4.216 -0.233 0.630
H -5.483 1.528 1.548
H -4.366 3.512 2.604
H -2.040 3.942 2.102
H 1.870 2.785 2.770
H 2.654 4.965 3.667
H 1.720 7.037 2.805
H 0.283 7.079 0.800
H -0.451 4.824 -0.256
H -1.871 2.958 -1.459
H -1.905 2.707 -3.993
H 0.124 1.678 -5.207
H 2.095 1.177 -3.849
H 2.015 1.156 -1.368
O 4.015 -1.549 2.409
Se 3.727 -0.004 2.427
O 2.224 0.289 3.117
O 3.439 0.502 0.832
O 4.862 0.928 3.193
*
```


No. 4
Molecular formula: C36H28AsIrN3O5S2
Method: DFT, ωB97M-V with the def2-TZVPD basis set

Calculated values
Orbital gap: 0.26363 Ha
ΔE to the lowest compared entry with this formula, charge and spin: 16.8 kcal per mole
Calculated total energy: -5065.5493 hartree
Lowest unoccupied orbital energy: -3.686 eV
Highest occupied orbital energy: -10.8597 eV

ORCA input file:
```
! wB97M-V def2-TZVPD RIJCOSX def2/J DEFGRID3
* xyz 1 1
Ir 0.990 0.854 0.864
O 6.998 1.121 1.638
C 5.666 1.044 1.529
C 4.880 0.235 2.357
C 3.524 0.215 2.132
N 2.989 0.882 1.113
C 3.688 1.816 0.460
C 5.051 1.900 0.607
C 2.788 2.863 -0.185
O 3.222 3.643 -1.001
O 1.581 2.832 0.309
C 2.465 -0.274 3.102
O 2.726 -1.032 4.007
O 1.305 0.294 2.886
H 7.325 0.540 2.335
H 5.284 -0.313 3.199
H 5.610 2.661 0.081
S 2.107 0.942 -6.108
C 3.769 1.071 -6.468
C 4.516 1.302 -5.354
C 3.724 1.376 -4.180
C 2.391 1.196 -4.432
C 1.295 1.237 -3.464
C 1.566 0.933 -2.115
N 0.650 1.003 -1.169
C -0.603 1.385 -1.502
C -0.992 1.651 -2.809
C -2.364 2.016 -3.051
C -3.256 2.105 -2.039
C -2.860 1.848 -0.678
C -3.714 1.919 0.433
C -3.237 1.660 1.705
C -1.871 1.342 1.841
N -1.059 1.258 0.805
C -1.536 1.503 -0.435
C -4.102 1.701 2.889
C -5.447 1.948 2.931
C -5.976 1.900 4.245
C -5.023 1.616 5.174
S -3.486 1.408 4.469
C -0.002 1.573 -3.800
H 4.108 0.970 -7.486
H 5.588 1.428 -5.370
H 4.124 1.614 -3.205
H 2.553 0.610 -1.810
H -2.670 2.223 -4.068
H -4.284 2.377 -2.237
H -4.753 2.180 0.279
H -1.418 1.152 2.807
H -6.051 2.160 2.061
H -7.014 2.071 4.486
H -5.142 1.522 6.241
H -0.258 1.814 -4.825
C 1.798 -2.704 0.830
As 0.331 -1.450 0.860
C -0.669 -2.024 2.405
C -0.720 -1.994 -0.706
C -1.619 -3.160 -0.413
C -2.892 -2.942 0.109
C -3.719 -4.009 0.419
C -3.281 -5.310 0.210
C -2.019 -5.536 -0.315
C -1.191 -4.465 -0.627
H 1.387 -3.714 0.807
H 2.399 -2.586 1.730
H 2.413 -2.537 -0.053
H -0.961 -3.063 2.265
H -1.561 -1.415 2.542
H -0.017 -1.912 3.268
H 0.013 -2.236 -1.477
H -1.302 -1.142 -1.054
H -3.237 -1.925 0.274
H -4.706 -3.826 0.822
H -3.927 -6.145 0.450
H -1.676 -6.548 -0.489
H -0.210 -4.649 -1.049
*
```


No. 5
Molecular formula: C36H28IN8S4Sc
Method: DFT, ωB97M-V with the def2-TZVPD basis set

Calculated values
Orbital gap: 0.24060 Ha
ΔE to the lowest compared entry with this formula, charge and spin: 2.5 kcal per mole
Calculated total energy: -4477.6205 hartree
Lowest unoccupied orbital energy: -5.956 eV
Highest occupied orbital energy: -12.5035 eV

ORCA input file:
```
! wB97M-V def2-TZVPD RIJCOSX def2/J DEFGRID3
* xyz 2 1
Sc -0.067 0.633 0.150
C 2.202 4.035 -3.514
S 0.439 3.706 -3.681
C 0.096 2.575 -2.419
S 1.342 2.081 -1.296
N -1.157 2.188 -2.453
N -1.490 1.281 -1.498
C -2.696 0.854 -1.486
C -3.040 -0.141 -0.468
C -4.306 -0.696 -0.374
C -4.554 -1.649 0.600
C -3.527 -2.028 1.453
C -2.294 -1.417 1.311
N -2.051 -0.481 0.389
H 2.432 4.738 -4.313
H 2.428 4.490 -2.553
H 2.781 3.126 -3.651
H -3.432 1.217 -2.197
H -5.077 -0.385 -1.067
H -5.534 -2.098 0.688
H -3.674 -2.780 2.214
H -1.465 -1.686 1.956
S 4.840 -2.554 4.477
C 4.611 -2.133 6.112
C 3.377 -1.602 6.338
C 2.607 -1.519 5.151
C 3.272 -1.992 4.052
C 2.778 -2.062 2.675
C 1.899 -1.070 2.211
N 1.370 -1.032 0.994
C 1.720 -2.027 0.128
C 2.609 -3.049 0.488
C 2.955 -4.070 -0.463
C 2.439 -4.053 -1.704
C 1.530 -3.015 -2.107
C 0.998 -2.967 -3.401
C 0.150 -1.944 -3.763
C -0.150 -0.991 -2.768
N 0.313 -1.019 -1.533
C 1.166 -2.017 -1.195
C -0.427 -1.814 -5.100
C -0.198 -2.598 -6.197
C -0.941 -2.194 -7.334
C -1.723 -1.109 -7.080
S -1.534 -0.547 -5.482
C 3.130 -3.053 1.787
H 5.400 -2.306 6.826
H 3.031 -1.291 7.312
H 1.588 -1.158 5.115
H 1.639 -0.273 2.887
H 3.642 -4.847 -0.155
H 2.700 -4.816 -2.426
H 1.271 -3.740 -4.108
H -0.794 -0.167 -3.029
H 0.474 -3.444 -6.207
H -0.901 -2.691 -8.291
H -2.389 -0.596 -7.754
H 3.801 -3.848 2.091
I -5.134 3.423 2.521
C -3.321 3.780 1.566
C -2.917 5.060 1.215
C -1.690 5.203 0.588
C -0.926 4.078 0.328
N -1.317 2.844 0.654
C -2.496 2.710 1.271
H -3.540 5.918 1.426
H -1.328 6.179 0.295
H 0.033 4.165 -0.166
H -2.797 1.708 1.546
N 0.755 2.575 3.972
C -0.265 1.810 4.477
C -0.655 1.001 3.457
N 0.118 1.261 2.342
C 0.959 2.216 2.696
H 1.274 3.277 4.476
H -0.623 1.908 5.486
H -1.436 0.261 3.456
H 1.703 2.670 2.060
*
```


No. 6
Molecular formula: C36H28N5O8P2PdSe2
Method: DFT, ωB97M-V with the def2-TZVPD basis set

Calculated values
Orbital gap: 0.25818 Ha
ΔE to the lowest compared entry with this formula, charge and spin: 0.0 kcal per mole
Calculated total energy: -7877.7963 hartree
Lowest unoccupied orbital energy: 1.509 eV
Highest occupied orbital energy: -5.5168 eV

ORCA input file:
```
! wB97M-V def2-TZVPD RIJCOSX def2/J DEFGRID3
* xyz -1 1
Pd 2.215 1.881 -0.770
Se -5.056 1.508 -0.740
P -3.476 0.129 -0.684
C -3.686 -1.116 -2.002
C -4.896 -1.802 -2.122
C -5.070 -2.743 -3.121
C -4.054 -2.986 -4.039
C -2.875 -2.263 -3.966
C -2.698 -1.329 -2.954
C -3.408 -0.704 0.934
C -2.558 -0.199 1.912
C -2.618 -0.687 3.211
C -3.530 -1.676 3.538
C -4.384 -2.181 2.566
C -4.327 -1.696 1.271
C -1.820 0.838 -0.906
C -0.470 0.467 -0.761
N 0.230 1.606 -0.995
N -0.601 2.599 -1.219
N -1.827 2.163 -1.159
P 0.560 -0.997 -0.605
Se 2.592 -0.485 -0.082
C 0.630 -1.780 -2.239
C 0.694 -0.948 -3.354
C 0.898 -1.491 -4.611
C 1.046 -2.864 -4.760
C 0.991 -3.692 -3.650
C 0.786 -3.154 -2.388
C -0.134 -2.185 0.563
C 0.401 -2.246 1.845
C -0.120 -3.138 2.768
C -1.172 -3.967 2.414
C -1.711 -3.903 1.137
C -1.195 -3.015 0.210
H -5.717 -1.556 -1.461
H -6.010 -3.273 -3.200
H -4.198 -3.715 -4.826
H -2.089 -2.414 -4.695
H -1.789 -0.744 -2.922
H -1.856 0.597 1.685
H -1.955 -0.270 3.957
H -3.582 -2.052 4.552
H -5.103 -2.950 2.820
H -5.011 -2.086 0.531
H 0.590 0.126 -3.238
H 0.948 -0.839 -5.473
H 1.208 -3.286 -5.744
H 1.111 -4.762 -3.763
H 0.761 -3.803 -1.524
H 1.218 -1.590 2.115
H 0.293 -3.176 3.768
H -1.585 -4.658 3.138
H -2.547 -4.535 0.865
H -1.624 -2.968 -0.783
O 5.969 3.121 0.384
C 4.844 2.650 0.442
O 4.222 2.197 -0.609
C 4.141 2.481 1.775
C 4.878 2.082 2.853
C 4.246 1.793 4.074
C 2.872 1.853 4.196
C 2.117 2.264 3.113
C 2.719 2.731 1.885
O 2.087 3.352 0.985
N 0.682 2.174 3.235
O 0.190 2.116 4.350
O 0.006 2.169 2.224
N 5.034 1.363 5.203
O 4.456 1.082 6.245
O 6.247 1.290 5.064
H 5.948 1.974 2.756
H 2.387 1.572 5.119
C 3.750 5.224 -1.458
C 2.395 4.661 -1.771
C 1.199 5.415 -1.270
O 2.275 3.607 -2.384
H 3.854 6.212 -1.914
H 4.534 4.551 -1.792
H 3.824 5.357 -0.376
H 1.428 6.467 -1.102
H 0.915 4.962 -0.317
H 0.361 5.289 -1.951
*
```


- Among the records above, which one has the lowest calculated total energy?
  C36H28N5O8P2PdSe2


- Look up the calculated total energy of the fifth one.
  -4477.6205 hartree